(1)
Formula: C33H52F27N3O19S
Source: the Open Molecules 2025 dataset
Level of theory: ωB97M-V/def2-TZVPD

Results
E_HOMO = -14.57 eV
frontier orbital gap = 8.52 eV
charge = +2
LUMO level = -6.05 eV

Geometry (Å):
H 1.9660 3.5445 3.7969
H 5.6421 1.2237 4.0417
C 2.8320 -5.7132 5.0004
F -4.7065 -0.6853 -0.4696
F -5.2177 4.7756 1.6508
C 5.2121 -0.5626 -2.2472
F -5.1045 -4.9048 -3.8345
O -3.5427 3.7040 -0.9687
H 2.1384 7.6920 3.0317
C -5.3454 -4.4590 0.8005
H -4.4081 -4.9959 0.9557
H 1.7154 1.8008 3.3979
C -0.8210 -4.4516 -2.0210
O -4.2472 2.3084 0.6222
H 4.3148 -3.1320 1.0837
H -2.7334 3.5479 -3.4335
H 2.0361 -3.1323 1.7481
H -3.7408 1.9577 2.7925
C 4.8482 3.1810 2.4107
H 4.2916 -4.8148 0.7053
H -1.1567 2.7878 -3.1660
F 4.3143 4.8567 0.8306
C -3.6683 -1.1534 0.1961
C -1.9309 -0.4312 -3.9643
O 4.2398 3.6692 3.3290
F -4.4098 -3.0822 -2.8559
H -2.8105 0.7742 3.6173
O 3.0252 -4.5783 2.9269
F 1.6830 1.2669 -0.4422
H 2.5127 -1.0740 -5.1603
H -5.9602 -4.4784 1.6959
F -3.8966 -3.4220 -4.9009
N 1.6845 2.5928 4.0712
C 3.6655 -3.9196 0.7091
O 1.4478 6.7064 1.2676
H -2.3090 2.1853 3.7249
H -0.7310 -3.5026 4.1261
F 0.4358 -0.3371 -1.2105
C -3.9921 -2.5268 0.8506
C -0.9900 0.6418 -4.4866
C 1.9871 7.8418 1.9627
H -0.3428 0.9261 -3.6562
C -4.2905 3.3570 0.0308
O 5.5021 -1.5576 -1.6612
H 3.7821 -2.4389 -3.5069
C -1.9418 3.3809 -2.7039
H -0.5669 -2.4251 -1.2238
O -3.0010 -0.7093 -4.8639
H 0.5489 -3.7381 -0.6234
O -0.1244 -1.3964 1.6377
C 6.0531 0.7347 -2.0903
C -6.0719 -5.2140 -0.2986
F 7.1621 0.7086 -2.8070
C -4.9654 -0.0539 -6.0957
H -5.4686 -5.7945 -0.9911
F 4.1244 -5.8644 4.7876
F 2.2995 -0.7609 -0.2231
H -2.8782 1.7799 -1.6276
F -0.9335 4.8206 1.6680
C -0.4623 -3.4610 -0.9282
H 3.9183 1.1516 3.7300
H -0.8089 -5.4944 -1.7077
H 2.9956 9.0927 0.4839
N -2.8018 1.6147 3.0349
H -2.3093 -0.2033 -2.9690
H -1.1185 -3.5591 -0.0600
F 6.3665 0.9304 -0.8015
O -2.4395 -5.7957 -3.8203
H 2.8403 -1.8413 -2.2542
F -3.3723 -0.2796 1.1557
O 1.7099 5.3861 3.0597
O 1.0259 -4.5043 3.9673
H -6.7694 -5.9403 0.1216
C 3.2192 8.4734 1.3528
H 2.2786 2.2711 4.8433
H 3.6587 9.1770 2.0588
F 6.2745 4.9248 1.6792
O 1.2783 0.3923 2.3924
H -1.8974 -2.3174 4.2672
H 0.7589 2.6129 4.4957
O 5.0894 1.9153 2.2068
C -5.3487 4.4383 0.3652
C 2.2089 -1.0327 -4.1173
O -0.7972 0.9295 1.1415
H 1.3504 -1.7055 -3.9987
O -4.1434 1.0623 -4.1463
O -3.3693 -2.8994 1.8195
F -6.5425 3.9186 0.1552
C 2.4913 -4.1213 1.6757
O 4.1653 -0.3810 -3.0312
H -1.8558 2.6954 -0.5947
C -2.5380 2.8051 -1.4480
H -1.3503 -1.3520 -3.9016
F 5.7618 3.3257 0.2659
H -2.0088 -3.4045 2.9378
H 1.7854 -0.0827 -3.7989
C 3.2976 -1.5138 -3.1908
C 4.9576 -0.4348 2.7494
H -0.5308 0.3360 -5.4222
H 1.1631 8.5630 1.9646
H -0.1694 -4.3082 -2.8877
H 5.9035 -0.5965 2.2311
F 0.3930 4.7932 -0.0683
C 4.8993 0.9745 3.2842
C -4.0010 0.1459 -4.9071
C 2.1713 -4.8580 3.8821
H -6.6770 -4.5249 -0.8916
H -0.8709 -2.2362 3.0460
F -2.6129 -1.2585 -0.6141
F -5.2006 5.5348 -0.3474
F -4.7230 -1.1475 -6.7891
C -4.1033 -4.0515 -3.7422
H -1.4925 4.3426 -2.4447
C 5.3296 4.0833 1.2593
N -1.4067 -2.9269 3.6186
H 4.1522 -0.5428 2.0215
F 5.3084 1.7978 -2.4556
C -2.8014 -4.7700 -3.3342
C 1.2577 0.0383 -0.2560
F 0.6632 3.3816 1.5027
H -1.5387 1.5684 -4.6803
F -6.2154 -0.0705 -5.6579
H 3.3090 -3.7686 -0.3041
H 3.9497 7.7136 1.0761
F 2.6825 -5.0866 6.1586
H -2.2944 1.4518 2.1482
F 2.2484 -6.8912 5.0447
O -2.1204 -4.0353 -2.4715
S 0.3125 -0.0086 1.3704
C 0.3168 4.6528 1.2362
H 1.7445 -4.8455 1.3557
C 1.2445 5.6177 1.9824
H 4.8772 -1.1778 3.5390
F -4.8263 1.0093 -6.8894
O -4.9981 -3.1488 0.3143


(2)
Formula: C3OPdS4Se4
Source: the Open Molecules 2025 dataset
Level of theory: ωB97M-V/def2-TZVPD

Results
E_HOMO = -0.47 eV
frontier orbital gap = 5.11 eV
charge = -2
LUMO level = 4.64 eV

Geometry (Å):
S -1.3181 2.1260 3.5479
C -0.8672 1.4082 1.9951
S 0.0255 -0.0556 2.0441
C -2.1812 3.5256 2.9308
Se 2.2320 -1.7338 -0.1013
Pd 0.2177 -0.3794 -0.3134
Se -1.7416 -2.1359 -0.7129
Se -0.4559 -1.3631 -2.4351
O -2.7042 4.3602 3.6266
C -1.2725 2.0801 0.8901
S -0.9687 1.6462 -0.7409
Se 2.7492 0.4156 -0.6733
S -2.1917 3.5650 1.1757


(3)
Formula: C2H5N3OS
Source: the Open Molecules 2025 dataset
Level of theory: ωB97M-V/def2-TZVPD

Results
E_HOMO = -9.73 eV
frontier orbital gap = 10.35 eV
ΔE to the lowest compared entry with this formula, charge and spin = 3.643 eV
LUMO level = 0.63 eV

Geometry (Å):
C -0.6784 -0.5750 0.2520
N 1.4289 0.4038 0.2665
C 0.8571 -0.8457 0.0510
N -0.3072 1.5692 -1.2938
S 0.1576 1.6862 0.1270
H 1.8005 0.3549 1.2632
O -0.8421 0.6036 0.9834
N -1.4952 -1.4913 0.0628
H -2.4573 -1.3636 0.1022
H 1.0695 -1.2669 -0.9685
H 1.0324 -1.5042 0.8890
H -0.5659 2.4291 -1.7349


(4)
Formula: C4H3OTl
Source: the Open Molecules 2025 dataset
Level of theory: ωB97M-V/def2-TZVPD

Results
E_HOMO (alpha / beta) = -19.85 / -20.10 eV
frontier orbital gap (alpha / beta) = 5.53 / 5.66 eV
ΔE to the lowest compared entry with this formula, charge and spin = 2.678 eV
charge = +2
LUMO level (alpha / beta) = -14.33 / -14.44 eV

Geometry (Å):
H -0.6264 -1.7389 -0.5438
Tl -1.6482 1.6274 -0.7445
O 0.1903 1.6766 -0.9011
C 1.1985 0.9811 -0.6583
C -0.6090 -1.0702 0.3186
C 1.6224 -0.1334 -0.2539
H -1.1749 0.0946 2.0124
H 2.4382 -0.8182 -0.4376
C -1.3909 -0.6190 1.2082


(5)
Formula: C29H18Cl52IN5O3
Source: the Open Molecules 2025 dataset
Level of theory: ωB97M-V/def2-TZVPD

Results
E_HOMO = -9.11 eV
frontier orbital gap = 8.76 eV
LUMO level = -0.36 eV

Geometry (Å):
Cl -6.8679 1.1541 -0.5772
C -7.5718 -3.2351 3.8012
Cl 4.4674 -2.9595 0.6501
C 0.1712 4.0694 -2.9037
Cl 0.2003 -2.3625 9.2001
C -1.3153 -2.7312 10.0327
Cl 5.2547 1.1781 -9.8392
Cl -1.0152 -4.5092 6.3988
Cl 7.2333 -3.2523 -3.3678
Cl 3.6063 -4.7981 2.6966
H 2.9055 -1.3145 -4.8763
Cl -6.1430 -6.4163 7.2591
Cl 4.4314 0.6304 7.0817
C -1.8790 2.7001 7.3361
C -3.0280 1.4806 -3.5580
Cl 5.9499 -5.8021 -2.9285
O 0.6296 -2.5699 -1.7961
H 5.5357 -0.2524 -4.5204
H -1.1550 1.3591 -2.6216
C 1.1981 0.7812 -4.6601
Cl -4.8366 -8.9359 6.7271
Cl 1.7081 -4.4999 5.4657
Cl 10.7314 2.7595 -4.8712
C 1.3287 0.0387 -3.3110
Cl 8.3050 1.3749 -5.5962
H 3.8664 4.1372 -4.1231
H -0.2339 4.5888 -3.7788
H -3.5998 1.0587 -2.7278
N 1.4703 -2.1160 -2.4603
C -4.9992 -7.2546 6.2010
Cl -5.6039 -7.2140 4.5377
Cl -1.6747 -4.4559 9.8787
Cl 4.7424 -5.8071 0.2393
Cl -2.6301 -1.7963 9.3037
C -2.8213 2.4151 -5.6888
C 9.8702 1.2173 -4.7903
Cl 7.9789 1.1015 -8.9214
C 2.3480 3.1203 -3.0882
Cl -6.8657 -3.4489 5.4075
Cl -3.4276 -6.4499 6.2948
Cl -9.1769 7.3021 4.6492
Cl -9.2200 -2.6136 3.9575
N -1.5239 2.5407 -5.6693
Cl 3.7651 -0.9915 9.3770
Cl -3.0937 3.6800 8.1648
H -0.6854 3.7711 -2.2958
H 4.4401 -0.5416 -3.1767
H -3.3172 2.7696 -6.5881
C 0.9772 3.1300 -5.6464
Cl -6.1792 3.7565 6.2486
Cl 4.3893 -3.3911 -2.8727
Cl 2.1235 -4.5902 0.2326
Cl -6.1552 -1.6268 -0.3544
Cl -0.4227 -5.2915 3.6833
Cl 0.3353 -7.0071 5.8765
C -5.6279 0.0222 -0.0275
H 3.2918 5.0163 -2.7050
H 3.1178 1.6635 -5.3849
Cl -4.1270 0.3239 -0.9279
H 3.9923 -0.6606 -6.0596
Cl 9.6227 0.7683 -3.0968
C -6.6304 2.6550 4.9447
Cl 1.6978 0.4758 7.9980
C 0.1500 -5.3291 5.3539
C 3.7354 -4.5409 0.9548
Cl -5.3531 0.2768 1.7163
C 5.7631 -4.1975 -3.6383
C 2.5196 0.7657 -5.5307
C 2.9767 4.4417 -3.5737
C 6.2910 0.9087 -8.4356
Cl -1.1677 -2.3077 11.7421
C 3.2055 -0.4220 7.7994
O 0.8911 -1.3208 -3.4944
H 2.2967 4.9788 -4.2327
Cl 6.0378 -0.7292 -7.8214
Cl -8.9374 4.8632 6.1704
N -0.6610 -0.5931 -5.9832
C -9.0748 6.6194 6.2773
C 0.1654 0.0114 -5.4369
C -3.6292 1.8964 -4.7257
C 0.5886 2.2478 -4.4873
Cl -7.6480 7.2694 7.0994
C 4.5498 -0.0032 -4.1179
Cl -10.5268 7.0498 7.1902
Cl -8.0508 1.7139 5.4243
H -4.6955 1.8159 -4.8666
N 0.9398 2.8495 -3.2090
N 1.2419 3.7815 -6.5699
H 0.7290 4.7780 -2.2933
Cl 5.4685 -4.3462 -5.3759
H 2.3294 0.0692 -2.8799
C -0.9493 2.1404 -4.5650
H 0.6581 0.4534 -2.5581
Cl -7.5891 -4.7937 2.9666
Cl -1.9030 1.0558 7.9878
Cl -2.2336 2.6505 5.6033
I 2.1481 0.4808 -7.6642
C -1.6793 1.6439 -3.5275
C 3.4615 -0.4178 -5.1443
Cl 10.8244 -0.0341 -5.5985
Cl -6.9975 3.5799 3.4822
O 3.0794 2.3309 -2.5648
H 4.5617 1.0748 -3.9555
Cl 2.9234 -1.8097 6.7386
Cl -5.2877 1.5530 4.6135
Cl 5.8622 2.0889 -7.1698
Cl -6.5948 -2.0886 2.8736
Cl -0.2773 3.3992 7.5933


(6)
Formula: C4H6O2
Source: the Open Molecules 2025 dataset
Level of theory: ωB97M-V/def2-TZVPD

Results
E_HOMO = -10.19 eV
frontier orbital gap = 11.34 eV
ΔE to the lowest compared entry with this formula, charge and spin = 3.048 eV
LUMO level = 1.15 eV

Geometry (Å):
O 1.1385 0.8836 0.6556
C -1.6825 0.2772 0.4974
O -1.2704 0.2266 -0.8590
H -1.3888 1.1725 1.0418
H -0.9489 -1.7201 -0.0777
C 1.5547 0.4543 -0.6327
C -0.6568 -0.6761 0.0476
H 1.4586 -1.2419 0.5706
C 0.8127 -0.4323 0.2597
H -2.7038 -0.0676 0.6664
H 2.6367 0.3395 -0.7016
H 1.0275 0.8123 -1.5057


Strongest force on any atom list, top to bottom, in eV/Å: 2.32; 1.14; 3.93; 12.50; 2.84; 1.06